# 1
Computed, not measured: a structure of composition C3H4N2O, with the ωB97M-V functional and the def2-TZVPD basis.

Positions of all 10 atoms, in Å:
N 1.7941 0.0819 -0.4621
C 0.4882 0.0562 -0.0709
N -0.2849 1.0971 0.2236
C -1.6819 0.5442 0.4452
C -1.4915 -0.7865 0.2998
O -0.1185 -1.1080 0.0626
H 2.2884 0.9405 -0.2518
H 2.3252 -0.7710 -0.3287
H -1.1919 1.6073 -0.2886
H -2.1272 -1.6619 0.3709

Calculated values
HOMO energy, eV: -8.67
E_LUMO, eV: 0.60
Gap between HOMO and LUMO, Ha: 0.3405
ΔE to the lowest compared entry with this formula, charge and spin, kJ/mol: 428.70

=====

# 2
Computed, not measured: a cluster of 2 separate species, C3H4N2O in total, with the ωB97M-V functional and the def2-TZVPD basis.

Positions of all 10 atoms, in Å:
C -0.5279 0.7417 1.6122
C 0.5733 0.1723 -0.3636
C -0.3038 -0.8887 -0.8585
N 1.9953 0.4236 -0.3528
N 1.2687 1.1607 -1.0396
O -1.2383 -0.1584 1.8786
H -0.5157 1.8167 1.9098
H -0.8480 -1.1465 0.0220
H 0.3150 -1.6408 -1.0455
H -0.7188 -0.4806 -1.7625

Calculated values
HOMO energy, eV: -8.11
E_LUMO, eV: 0.09
Gap between HOMO and LUMO, Ha: 0.3016
ΔE to the lowest compared entry with this formula, charge and spin, kJ/mol: 614.36